Record 1
Entry from the OMol25 dataset: a cluster of 3 separate species, C35H57ClI2N4O7S in total at a distorted geometry (ωB97M-V with the def2-TZVPD basis set).

Output
DFT total energy ... -3566.3387 hartree
HOMO level ... -7.738 eV
Spin multiplicity ... 1
Orbital gap ... 7.3 eV
SMILES string ... CCCCN1c2c(N)c(CCCO)c(CCCCl)c(N)c2Sc2c(I)c(OCC)c(N(C)C(C)=O)c(I)c21.COCCOC.COCCOC

Last column: Mulliken charge in e.
Cartesian coordinates (Å):
C  -4.077  -3.392  -3.126  -0.93
C  -4.583  -2.708  -1.686  -0.43
C  -3.362  -1.674  -1.196  0.31
C  -2.552  -2.472  -0.017  -0.87
N  -1.372  -1.743  0.573  0.90
C  -1.550  -1.387  2.031  -0.85
C  -1.069  -2.485  3.166  -0.37
N  -0.456  -3.787  2.634  -0.52
C  -1.201  -2.174  4.805  -0.12
C  -0.624  -3.383  5.786  -0.61
C  0.993  -3.604  5.564  -0.43
C  1.922  -3.143  6.837  -0.40
O  1.358  -3.468  8.161  -0.52
C  -1.859  -0.754  5.396  0.40
C  -1.946  -0.532  7.017  -0.58
C  -1.672  0.998  7.532  -0.80
C  -0.387  1.749  6.846  -0.29
Cl  -0.902  3.556  6.638  -0.23
C  -2.333  0.329  4.241  0.60
N  -2.952  1.657  4.621  -0.48
C  -2.163  0.036  2.611  -0.01
S  -2.655  1.309  1.292  -0.23
C  -1.361  0.998  -0.079  0.51
C  -0.723  2.177  -1.029  -0.65
I  -1.448  4.241  -0.643  0.03
C  0.394  1.798  -2.197  0.55
O  0.966  2.898  -2.987  -0.39
C  1.956  3.576  -2.127  -0.02
C  2.418  5.067  -2.682  -0.94
C  0.854  0.251  -2.470  0.41
N  1.813  -0.256  -3.509  0.50
C  1.663  0.390  -4.860  -0.73
C  3.240  -0.353  -3.033  0.41
C  4.068  -1.736  -3.478  -0.75
O  3.898  0.515  -2.263  -0.53
C  0.175  -0.905  -1.470  -1.23
I  0.778  -3.018  -1.802  -0.02
C  -0.894  -0.584  -0.269  -0.22
H  -3.262  -4.213  -2.946  0.21
H  -3.636  -2.604  -3.872  0.28
H  -5.018  -3.929  -3.605  0.31
H  -5.606  -2.164  -1.847  0.33
H  -4.648  -3.613  -0.916  0.23
H  -3.876  -0.733  -0.729  -0.04
H  -2.737  -1.460  -2.171  0.10
H  -3.251  -2.825  0.862  0.45
H  -2.119  -3.464  -0.520  0.15
H  0.408  -3.499  2.088  0.34
H  -1.081  -4.212  1.906  0.31
H  -1.144  -4.378  5.380  0.31
H  -0.957  -3.284  6.903  0.34
H  1.209  -4.761  5.397  0.26
H  1.378  -3.071  4.577  0.22
H  2.941  -3.751  6.749  0.28
H  2.248  -1.999  6.777  0.24
H  0.862  -4.339  8.085  0.32
H  -1.152  -1.221  7.581  0.20
H  -3.013  -0.896  7.374  0.26
H  -2.622  1.710  7.473  0.34
H  -1.426  0.918  8.697  0.37
H  0.570  1.801  7.557  0.37
H  -0.111  1.387  5.768  0.24
H  -3.695  1.937  3.913  0.20
H  -3.525  1.489  5.501  0.30
H  2.957  2.939  -2.068  0.07
H  1.607  3.713  -1.006  0.30
H  2.622  5.718  -1.702  0.25
H  3.486  4.976  -3.208  0.28
H  1.618  5.593  -3.354  0.26
H  2.249  -0.181  -5.708  0.26
H  2.175  1.467  -4.800  0.29
H  0.540  0.610  -5.182  0.29
H  4.496  -2.307  -2.522  0.29
H  3.268  -2.491  -3.943  0.26
H  4.888  -1.539  -4.289  0.05
C  7.851  -0.892  -3.816  -0.65
O  7.702  -2.087  -4.576  -0.37
C  7.472  -1.822  -5.964  -0.38
C  8.748  -2.020  -6.788  -0.69
O  9.739  -1.045  -6.454  -0.38
C  10.743  -1.569  -5.591  -0.71
H  8.256  -1.158  -2.837  0.24
H  8.535  -0.186  -4.292  0.33
H  6.874  -0.421  -3.674  0.24
H  7.063  -0.813  -6.107  0.35
H  6.719  -2.540  -6.304  0.39
H  8.507  -1.883  -7.845  0.39
H  9.142  -3.038  -6.663  0.34
H  11.417  -2.216  -6.160  0.33
H  10.312  -2.128  -4.756  0.31
H  11.320  -0.731  -5.188  0.24
C  -7.985  5.529  0.811  -0.73
O  -6.661  5.615  0.296  -0.37
C  -5.893  4.439  0.574  -0.41
C  -5.803  3.530  -0.655  -0.09
O  -7.081  2.984  -0.993  -0.37
C  -7.687  3.663  -2.087  -0.74
H  -8.579  6.331  0.367  0.25
H  -8.459  4.575  0.567  0.32
H  -7.969  5.665  1.896  0.32
H  -6.305  3.898  1.436  0.31
H  -4.884  4.774  0.838  0.29
H  -5.147  2.688  -0.421  0.02
H  -5.369  4.066  -1.510  0.31
H  -7.196  3.369  -3.020  0.31
H  -7.639  4.749  -1.971  0.32
H  -8.738  3.364  -2.137  0.26


Record 2
Entry from the OMol25 dataset: an isolated molecule of C5H11FN2 at a distorted geometry (ωB97M-V with the def2-TZVPD basis set).

Output
DFT total energy ... -406.4013 hartree
HOMO level ... -9.050 eV
Spin multiplicity ... 1
Relative energy (zero: lowest compared OMol25 entry of this formula, charge and spin) ... 51.5 kcal per mole
Orbital gap ... 10.0 eV
SMILES string ... N[C@@]1(CF)CCNC1

Last column: Mulliken charge in e.
Cartesian coordinates (Å):
C  -0.237  -0.380  0.046  1.52
C  -1.556  -0.188  -0.773  -0.72
C  0.282  0.998  0.524  -0.91
C  1.724  1.052  0.159  -0.51
C  0.902  -0.837  -0.824  -1.24
H  0.300  -1.626  1.671  0.28
H  -1.289  -0.860  1.542  0.25
H  -2.372  -1.142  -0.660  0.29
H  -1.371  -0.132  -2.021  0.28
H  -0.257  1.868  0.109  0.30
H  0.147  1.010  1.568  0.32
H  1.786  1.768  -0.744  0.27
H  2.368  1.466  0.864  0.44
H  2.779  -0.353  -0.887  0.27
H  0.635  -0.155  -1.628  0.46
H  0.746  -1.923  -1.131  0.36
N  -0.545  -1.317  1.118  -0.82
N  2.092  -0.323  -0.110  -0.52
F  -2.332  0.854  -0.058  -0.31